1.
C3H5FO | ωB97M-V/def2-TZVPD

- multiplicity = 1
- energy above the lowest of the compared OMol25 structures with the same formula, charge and spin (kcal/mol) = 17.0
- SMILES = C[C@@H](F)C=O
- total charge = 0

```
10
C3H5FO ωB97M-V/def2-TZVPD
F -1.263 -0.352 -0.387
O 1.086 0.086 -1.613
C 0.852 0.362 -0.470
C -0.139 -0.413 0.378
C -0.366 0.298 1.751
H 0.159 -1.416 0.259
H 1.550 1.029 0.075
H 0.641 0.125 2.158
H -0.512 1.353 1.539
H -1.237 -0.088 2.406
```

---

2.
C19H47N2O15P4 | ωB97M-V/def2-TZVPD

- multiplicity = 1
- total charge = +1

```
87
C19H47N2O15P4 ωB97M-V/def2-TZVPD
P -1.715 4.673 -3.897
P 3.743 3.578 0.324
P -5.678 -7.727 1.187
P -2.392 -2.584 2.845
O -0.858 4.660 -2.423
O -1.651 -2.716 1.311
O -3.206 -2.504 4.353
O -4.578 -7.421 0.023
O -4.456 -8.487 2.089
O -1.164 -3.167 3.522
O -1.077 5.952 -4.390
O -6.960 -7.094 0.252
O -3.136 4.967 -3.162
O -2.582 4.373 -5.323
O 2.589 4.412 0.786
O 3.210 2.037 0.029
O -5.751 -6.562 2.149
O -2.253 -0.963 2.733
O 4.362 4.187 -1.091
N 7.478 0.871 -2.813
N 6.872 2.537 -1.617
C -1.775 -4.006 0.715
C -8.258 -7.543 0.658
C 0.397 3.980 -2.485
C 1.705 0.146 0.631
C 6.857 1.485 -0.697
C 4.327 6.675 -0.610
C 2.293 1.563 1.046
C -2.783 -0.069 3.701
C 7.220 2.208 -2.886
C 6.407 3.074 1.314
C -3.957 -3.680 4.683
C -4.910 -6.842 -1.231
C -1.824 3.720 -6.343
C -4.937 -9.280 3.178
C 3.764 5.457 -1.473
C 7.294 0.374 -1.513
C 4.968 3.554 1.720
C -3.267 5.152 -1.759
C 6.459 1.567 0.797
H -2.829 -4.256 0.580
H 4.720 6.348 0.381
H 7.778 0.374 -3.651
H -4.723 -3.858 3.925
H 0.242 2.936 -2.772
H 3.509 7.432 -0.544
H -5.291 -5.828 -1.102
H 1.217 -0.253 1.561
H 2.842 1.409 2.014
H 7.283 1.050 1.366
H 1.055 4.466 -3.211
H 0.861 4.011 -1.500
H 5.524 0.998 1.042
H -2.601 0.951 3.361
H -5.597 -10.068 2.809
H -9.001 -7.100 0.000
H -2.290 -0.204 4.665
H -4.084 -9.737 3.676
H -8.458 -7.236 1.688
H 7.024 3.082 2.258
H 2.653 5.447 -1.531
H -2.909 4.277 -1.217
H -4.438 -3.533 5.647
H 7.456 -0.667 -1.179
H 7.252 2.911 -3.738
H -0.979 4.343 -6.646
H -1.460 2.754 -5.985
H 4.124 5.659 -2.521
H 4.989 4.596 2.137
H -4.325 5.278 -1.529
H -1.284 -3.994 -0.257
H -2.735 6.047 -1.435
H 6.641 3.504 -1.385
H -5.637 -7.457 -1.761
H -4.005 -6.797 -1.837
H -1.296 -4.758 1.346
H -5.476 -8.654 3.893
H -8.320 -8.632 0.582
H 0.871 0.319 -0.105
H 2.482 -0.536 0.215
H 6.943 3.781 0.623
H 5.153 7.155 -1.208
H -3.291 -4.544 4.740
H 1.393 2.224 1.175
H -3.860 -0.200 3.802
H -2.472 3.555 -7.203
H 4.574 2.852 2.495
```

---

3.
C7H8LiNaO8 | ωB97M-V/def2-TZVPD

- multiplicity = 1
- total charge = 0

```
25
C7H8LiNaO8 ωB97M-V/def2-TZVPD
Na -0.947 0.843 3.141
O -3.877 -2.262 1.303
O -2.751 -2.415 3.172
O 4.967 2.024 -3.899
O 0.951 0.993 1.051
O 0.380 2.146 -0.757
O -2.943 -0.407 2.167
O 3.207 3.342 -3.684
O 3.831 1.960 -2.008
C -3.920 -3.668 1.606
C -2.982 -3.787 2.815
C 2.753 2.425 -1.202
C 1.497 1.606 -1.465
C -3.197 -1.613 2.225
C 0.116 1.755 0.522
C 3.992 2.467 -3.243
Li 4.363 3.281 -5.276
H 1.236 1.661 -2.529
H 3.081 2.304 -0.163
H -4.956 -3.938 1.835
H 1.658 0.556 -1.184
H 2.561 3.486 -1.401
H -3.435 -4.294 3.671
H -3.568 -4.219 0.729
H -2.017 -4.246 2.572
```

---

4.
C6H8O7S | ωB97M-V/def2-TZVPD

- multiplicity = 1
- energy above the lowest of the compared OMol25 structures with the same formula, charge and spin (kcal/mol) = 111.4
- SMILES = CC(=O)OC(=O)C[C@@H]1COS(=O)(=O)O1
- total charge = 0

```
22
C6H8O7S ωB97M-V/def2-TZVPD
S 1.094 1.382 -3.301
O 1.710 2.785 -3.585
O 0.297 1.150 -1.804
O -0.567 0.524 2.094
O 2.500 0.360 -3.244
O 0.411 0.880 -4.609
O -1.779 -0.874 0.398
O -2.331 1.799 3.111
C 2.331 -0.225 -1.876
C 0.771 -0.678 0.126
C -2.625 -0.711 3.500
C 0.722 -0.247 -1.462
C -0.664 -0.348 0.913
C -1.819 0.568 2.864
H -1.997 -1.696 3.589
H 0.026 -0.866 -2.186
H 2.974 -1.196 -1.640
H 2.819 0.628 -1.205
H -3.661 -0.869 2.937
H -2.924 -0.417 4.618
H 1.686 -0.106 0.622
H 1.026 -1.842 0.139
```

---

5.
C18H54O9 | ωB97M-V/def2-TZVPD

- multiplicity = 2
- <S²> = 0.75
- energy above the lowest of the compared OMol25 structures with the same formula, charge and spin (kcal/mol) = 57.2
- total charge = -1

```
81
C18H54O9 ωB97M-V/def2-TZVPD
O -3.276 -2.463 1.584
O -1.167 -2.386 3.205
O -1.003 0.015 -1.711
O 2.193 -0.827 5.005
O 0.950 1.160 -5.111
O 0.705 -1.666 -3.877
O -0.826 4.493 0.570
O -3.358 1.641 -1.935
O 2.390 4.308 -1.330
C 2.723 3.540 -0.217
C 0.383 -0.349 0.103
C 2.779 0.918 -3.479
C 2.303 1.642 -4.757
C -4.306 0.960 -1.201
C 4.183 3.228 -0.240
C -1.016 -0.465 -0.352
C 0.579 -3.638 1.838
C -1.406 3.213 0.727
C 2.359 0.276 4.203
C 3.719 0.226 3.451
C -4.300 -1.198 3.373
C 1.577 -2.701 -4.184
C 2.165 -3.124 -2.844
C -0.982 2.672 2.128
C -4.481 -1.913 2.029
C -4.545 -0.415 -1.785
C -0.268 -3.490 3.190
H 3.675 1.480 -3.216
H -0.125 -3.405 1.039
H -1.303 1.650 2.331
H 3.036 1.486 -5.549
H 4.510 0.762 3.975
H 2.314 -2.361 -4.911
H -1.410 3.366 2.852
H -0.925 4.780 -0.341
H 0.986 0.205 -5.208
H 2.339 4.133 0.613
H 1.089 -4.598 1.754
H -3.634 -0.335 3.363
H -4.723 -0.495 -2.857
H 4.463 2.669 0.653
H -0.908 -4.353 3.372
H 0.397 -3.526 4.053
H -3.933 -1.925 4.097
H 2.022 1.110 -2.719
H -5.218 -0.863 3.858
H 0.589 0.705 0.290
H 2.096 2.648 -0.245
H 0.500 -0.854 1.062
H 1.143 -0.763 -0.561
H -5.137 1.627 -1.430
H -1.641 0.190 0.255
H 2.312 2.731 -4.725
H 2.954 -0.152 -3.582
H 4.865 4.069 -0.366
H -3.617 -0.952 -1.586
H -2.692 0.959 -2.048
H 3.620 0.574 2.423
H -3.478 -3.029 0.836
H 1.061 -3.585 -4.558
H -1.068 2.548 -0.067
H -2.493 3.241 0.646
H -1.411 -1.480 -0.309
H -5.216 -2.712 2.136
H 4.097 -0.792 3.359
H 0.249 -1.500 -4.706
H 1.238 -0.798 5.101
H 4.364 2.457 -0.988
H -4.797 -1.243 1.229
H -3.951 0.982 -0.171
H 1.530 0.194 3.500
H 2.153 1.144 4.829
H 3.102 -3.657 -3.008
H -1.945 -2.533 2.663
H -5.302 -0.841 -1.128
H 1.488 4.066 -1.552
H 2.434 -2.300 -2.184
H 1.339 -2.864 1.729
H 0.096 2.713 2.283
H -0.593 -0.561 -2.360
H 1.385 -3.666 -2.309
```

---

6.
C21H44NO9 | ωB97M-V/def2-TZVPD

- multiplicity = 1
- energy above the lowest of the compared OMol25 structures with the same formula, charge and spin (kcal/mol) = 0.0
- total charge = +1

```
75
C21H44NO9 ωB97M-V/def2-TZVPD
O 0.150 -4.856 -0.239
O -3.287 2.352 0.591
O -3.552 1.869 -4.240
O -5.180 1.241 0.662
O 3.544 0.278 -0.308
O 1.681 0.274 0.847
O 1.407 1.287 4.322
O -2.918 3.636 -5.380
O 1.894 0.434 6.283
N 3.930 -3.057 -1.092
C 0.622 0.955 1.565
C -1.069 5.226 -5.397
C 1.851 0.357 4.945
C -2.614 3.613 -2.934
C -3.089 2.980 -4.222
C 4.625 -5.362 -1.318
C 2.602 0.909 0.123
C 3.705 -0.816 7.336
C 2.444 -0.852 4.259
C -5.981 -1.025 0.250
C 4.572 -4.155 -1.845
C 0.209 -4.020 -1.383
C -3.607 0.807 -1.181
C 1.648 -3.908 -1.922
C -6.206 0.458 0.040
C 2.407 2.361 -0.219
C 2.210 -0.672 7.138
C -4.015 1.545 0.069
C -2.569 5.022 -5.463
C 2.446 -3.206 -0.840
C -0.580 1.194 0.678
H -0.339 1.851 -0.160
H 4.163 -2.154 -1.516
H 3.494 -0.657 4.043
H -7.134 0.758 0.523
H 2.258 -3.638 0.137
H -5.909 -1.248 1.315
H -2.939 5.358 -6.430
H -5.053 -1.361 -0.214
H -6.805 -1.600 -0.173
H 1.867 2.435 -1.163
H -0.931 0.250 0.256
H -2.984 1.461 -1.777
H 1.748 -1.590 6.772
H -0.435 -4.430 -2.162
H 2.355 -1.772 4.833
H 4.216 -1.033 6.397
H 2.060 -2.188 -0.785
H 4.378 -3.033 -0.167
H 4.124 0.112 7.723
H -0.576 4.650 -6.180
H -3.243 3.254 -2.129
H 4.408 -6.218 -1.943
H 1.882 2.926 0.546
H 1.968 -4.925 -2.133
H -1.584 3.312 -2.745
H 4.903 -5.546 -0.286
H 0.548 -5.714 -0.438
H 0.992 1.864 2.027
H -3.033 -0.077 -0.905
H -1.386 1.646 1.243
H -6.307 0.717 -1.015
H 5.000 -3.922 -2.806
H -3.100 5.603 -4.708
H -2.687 4.698 -2.919
H 3.386 2.819 -0.337
H 3.920 -1.620 8.040
H 1.737 -0.447 8.091
H -0.156 -3.050 -1.054
H 1.916 -1.011 3.322
H 1.577 -3.328 -2.841
H -0.822 6.280 -5.527
H 0.345 0.293 2.377
H -0.660 4.892 -4.443
H -4.441 0.519 -1.815
```

---

7.
C30H29N3O2Pt | ωB97M-V/def2-TZVPD

- multiplicity = 3
- <S²> = 2.02
- energy above the lowest of the compared OMol25 structures with the same formula, charge and spin (kcal/mol) = 8.5
- total charge = 0

```
65
C30H29N3O2Pt ωB97M-V/def2-TZVPD
Pt -0.532 0.156 -1.606
O -0.667 0.549 -3.538
O -2.658 0.310 -1.568
N 0.562 -1.096 2.291
N -0.421 -0.730 0.182
N 1.885 -0.917 0.426
C 1.646 -0.797 3.189
C 4.293 0.535 -2.032
C -2.528 -0.350 1.534
C 3.028 0.898 4.182
C -4.667 1.619 -1.804
C 0.625 -0.917 0.969
C 2.108 -3.314 3.613
C 3.571 -1.434 4.513
C -1.049 2.445 -4.947
C 3.921 -0.072 4.686
C -3.706 -2.294 2.374
C 1.873 0.534 3.487
C 2.040 0.492 -2.991
C 2.331 -0.367 -0.802
C 3.391 0.798 -3.057
C -3.500 -0.911 2.297
C 1.439 0.065 -1.791
C 4.720 -0.639 0.157
C -1.947 -2.562 0.671
C -2.890 -3.122 1.592
C 3.809 -0.157 -0.931
C -1.625 -1.217 0.794
C 2.389 -1.825 3.808
C -3.798 2.244 -4.455
C -1.490 1.480 -4.014
C -2.894 1.583 -3.639
C -3.319 1.152 -2.264
C -3.341 3.117 -5.372
C -2.368 1.128 1.568
C -1.952 3.291 -5.593
H 5.710 -0.258 -0.037
H -4.033 3.767 -5.936
H -1.441 1.377 1.020
H 4.832 0.273 5.137
H 3.248 1.980 4.213
H 4.740 -1.764 0.260
H 1.430 0.565 -3.856
H -2.307 1.429 2.596
H 5.355 0.795 -2.103
H -4.219 -0.289 2.805
H -4.537 -2.657 2.925
H -5.421 1.670 -2.670
H -4.858 2.038 -4.341
H 0.028 2.542 -5.149
H -3.206 1.645 1.045
H 4.384 -0.208 1.130
H 1.233 1.379 3.075
H 3.801 1.338 -3.955
H -0.359 -1.170 2.699
H 4.253 -2.163 4.980
H 2.033 -3.524 2.538
H -1.598 3.987 -6.424
H -3.034 -4.201 1.569
H -4.582 2.663 -1.493
H -5.086 0.964 -0.978
H 1.232 -3.657 4.150
H 2.585 -1.273 1.086
H -1.455 -3.158 -0.177
H 2.996 -3.768 3.961
```

---

8.
C18H21N2O2S | ωB97M-V/def2-TZVPD

- multiplicity = 1
- total charge = +1

```
44
C18H21N2O2S ωB97M-V/def2-TZVPD
S 1.186 1.724 0.144
O 0.150 -1.233 8.078
O -0.693 -2.595 6.634
N -0.147 -1.551 6.941
N 0.086 2.587 -2.268
C -1.674 -0.813 -3.391
C 2.322 -2.703 -3.459
C 1.163 1.451 5.140
C 1.393 -3.056 -2.394
C 0.832 1.140 3.827
C 2.018 -1.777 -4.536
C -2.103 1.501 -2.130
C 0.835 0.576 6.165
C -1.741 -0.061 -1.998
C -1.622 2.048 -0.700
C -0.240 -1.475 -3.480
C 0.690 -1.151 -4.551
C 0.179 -0.610 5.863
C -0.151 2.563 -0.806
C -0.874 2.070 -2.956
C -0.162 -0.926 4.556
C 0.166 -0.045 3.535
C 0.079 -2.436 -2.404
H 0.964 3.005 -2.587
H -2.401 -1.671 -3.433
H 1.097 0.826 7.185
H 2.252 1.533 -0.716
H -0.719 -0.069 -1.521
H -1.897 -0.162 -4.273
H 1.094 1.823 3.026
H -2.374 2.700 -0.174
H -0.730 2.076 -4.066
H -1.539 1.189 0.024
H -0.696 -2.642 -1.624
H -0.678 -1.848 4.319
H -0.093 -0.283 2.510
H 3.328 -3.178 -3.441
H -0.179 3.621 -0.443
H 0.345 -0.437 -5.338
H -2.407 -0.575 -1.249
H 1.627 -3.757 -1.561
H 2.758 -1.523 -5.333
H 1.681 2.376 5.363
H -3.125 1.769 -2.479
```

---

Q: Which calculated total energy values were calculated for the entries above? A: -7955.770; -91302.407; -28390.713; -31511.720; -37964.638; -42400.001; -43389.294; -36905.408, in eV.